DFT (ωB97M-V/def2-TZVPD) results for a molecular structure, C23H20BCl60IOP at a distorted geometry.

Summary:
Spin multiplicity: 1
Charge: +1
HOMO-LUMO gap: 7.203 eV
E_HOMO: -10.4 eV

Last column: Mulliken charge in e.
Element x y z (Å)
C1 2.02493 0.19426 -1.05743  -1.246
C2 0.62815 0.68454 -0.67891  0.277
C3 0.07083 1.68704 -1.72185  -1.022
P1 -1.36498 1.07712 -2.60301  0.988
C4 -1.70330 2.24525 -3.92038  -1.350
B1 -0.94354 -0.69518 -3.41265  0.146
C5 -0.97730 -0.85862 -4.94841  -0.640
O1 -0.61975 -1.70136 -2.55659  -0.495
C6 -2.77227 0.97809 -1.46185  -0.060
I1 -3.14050 2.98301 -0.76968  0.193
C7 -4.03498 0.38719 -2.09591  0.303
C8 -3.97055 -1.13990 -2.24870  -1.077
H1 2.71636 1.04072 -1.02311  0.354
H2 2.35676 -0.57198 -0.36513  0.274
H3 2.04215 -0.18962 -2.08417  0.166
H4 0.71297 1.23016 0.26508  0.442
H5 -0.04207 -0.16685 -0.53568  -0.286
H6 -0.23492 2.63025 -1.25942  0.609
H7 0.82686 1.90573 -2.48622  0.534
H8 -1.58403 3.26288 -3.54664  0.452
H9 -2.69273 2.09855 -4.35580  0.354
H10 -0.95323 2.05809 -4.69509  0.372
H11 -0.69723 -1.87528 -5.22966  0.362
H12 -0.36050 -0.12231 -5.47114  -0.024
H13 -2.01526 -0.69477 -5.27669  0.332
H14 -1.25855 -1.92637 -1.87445  0.261
H15 -2.47364 0.45313 -0.55271  -0.263
H16 -4.25651 0.88515 -3.04555  0.243
H17 -4.87454 0.63886 -1.44214  0.010
H18 -3.60644 -1.44480 -3.23645  0.281
H19 -3.31662 -1.58817 -1.49250  0.054
H20 -4.96300 -1.57826 -2.14033  0.470
C9 -0.62480 -1.83034 2.52359  0.130
Cl1 0.56053 -0.60536 2.97664  -0.013
Cl2 0.15386 -3.04320 1.50256  -0.086
Cl3 -1.31918 -2.58137 3.94890  -0.030
Cl4 -1.94749 -1.04941 1.61810  0.017
C10 -3.36283 0.98940 5.96053  0.146
Cl5 -3.48272 0.51500 7.64500  -0.083
Cl6 -4.67887 0.26695 5.02637  -0.018
Cl7 -3.45235 2.74714 5.78418  0.014
Cl8 -1.82226 0.41950 5.30392  -0.057
C11 5.89428 -0.01706 0.08019  0.257
Cl9 6.07503 -1.25971 -1.15471  0.030
Cl10 7.34848 0.12008 1.05999  -0.108
Cl11 5.56864 1.53878 -0.69836  -0.045
Cl12 4.52968 -0.48696 1.10903  -0.026
C12 -4.69365 4.60381 10.16007  0.307
Cl13 -6.28090 4.38608 10.89755  -0.102
Cl14 -3.45614 3.89205 11.19896  -0.101
Cl15 -4.65592 3.80520 8.58288  -0.006
Cl16 -4.36948 6.32623 9.95109  -0.101
C13 -7.71701 2.86690 -0.90268  0.262
Cl17 -6.69016 3.49697 -2.20350  -0.088
Cl18 -8.56173 4.19398 -0.12205  -0.075
Cl19 -8.87264 1.72692 -1.58506  -0.095
Cl20 -6.70377 2.03590 0.29532  -0.009
C14 -7.00552 -3.18534 3.53835  0.184
Cl21 -5.31855 -2.64938 3.54909  -0.007
Cl22 -7.31822 -4.17936 4.95489  -0.088
Cl23 -8.03964 -1.75176 3.57309  0.003
Cl24 -7.32250 -4.11995 2.07340  -0.105
C15 4.71276 -4.27574 -3.92849  0.208
Cl25 6.03471 -3.95589 -2.79093  -0.110
Cl26 4.51466 -6.00869 -4.12333  -0.037
Cl27 3.21925 -3.56986 -3.28693  -0.011
Cl28 5.09205 -3.52999 -5.48159  -0.090
C16 -2.39376 6.14251 3.19101  0.213
Cl29 -2.44209 5.68283 4.89079  -0.065
Cl30 -3.80604 5.48900 2.34519  -0.070
Cl31 -2.37796 7.89594 3.05568  -0.091
Cl32 -0.95388 5.45714 2.43924  0.015
C17 4.47673 -4.65751 1.75900  0.108
Cl33 5.72257 -3.78085 2.64867  -0.080
Cl34 2.88034 -4.13078 2.32087  -0.015
Cl35 4.64067 -4.30590 0.03615  0.125
Cl36 4.65555 -6.38833 2.02786  -0.092
C18 0.80543 0.04854 -8.71002  0.356
Cl37 1.84367 0.70214 -9.96619  -0.084
Cl38 -0.11797 1.37427 -7.96755  -0.111
Cl39 -0.31454 -1.12358 -9.39736  -0.085
Cl40 1.79284 -0.73753 -7.47011  -0.073
C19 7.32045 -8.78403 -2.38150  0.272
Cl41 8.52469 -8.49574 -3.63350  -0.048
Cl42 6.80222 -7.22674 -1.72298  -0.011
Cl43 5.92230 -9.61543 -3.07498  -0.102
Cl44 8.01541 -9.76859 -1.09549  -0.104
C20 2.92702 6.58439 3.65766  0.333
Cl45 1.46743 6.55504 4.65050  -0.063
Cl46 4.16575 5.58264 4.40411  -0.076
Cl47 2.51104 5.94218 2.05106  -0.120
Cl48 3.51339 8.23422 3.48224  -0.089
C21 7.01693 4.31091 0.69830  0.313
Cl49 7.89634 4.33150 2.22785  -0.121
Cl50 7.62277 5.59204 -0.35108  -0.103
Cl51 7.23892 2.74506 -0.09116  -0.139
Cl52 5.29772 4.57102 1.01317  -0.060
C22 -11.04736 0.94048 3.87606  0.296
Cl53 -10.60288 0.91595 5.58126  -0.085
Cl54 -9.57324 1.00273 2.89243  -0.039
Cl55 -11.94740 -0.52139 3.47447  -0.085
Cl56 -12.03115 2.36206 3.53248  -0.104
C23 12.00570 -6.12793 -4.02112  0.320
Cl57 13.22627 -5.21356 -3.13484  -0.100
Cl58 10.39576 -5.66900 -3.45523  -0.031
Cl59 12.14037 -5.77865 -5.74612  -0.095
Cl60 12.24975 -7.85515 -3.74971  -0.094


DFT (ωB97M-V/def2-TZVPD) results for a molecular structure, C49H50BN9OP2S2ScTe.

Summary:
Spin multiplicity: 2
Charge: 0
HOMO-LUMO gap (spin up / spin down): 8.165 / 6.038 eV
Expectation value of S²: 0.757
Energy relative to the best compared isomer or geometry (same formula, charge and spin): 4.9 kcal/mol
E_HOMO (spin up / spin down): -7.6 / -7.5 eV

Last column: Löwdin spin population.
Element x y z (Å)
Sc1 0.58800 0.56458 -0.93274  0.004
C1 -2.77812 2.83864 -0.93748  0.001
C2 -2.49478 1.74733 -1.91718  0.000
C3 -3.42083 1.13809 -2.77021  0.000
C4 -2.67615 0.32815 -3.59526  0.000
N1 -1.38144 0.44313 -3.25057  0.000
N2 -1.26692 1.29836 -2.18174  0.000
B1 -0.09027 0.12638 -4.07507  0.000
N3 0.77856 1.40017 -3.99582  0.000
C5 0.96596 2.35185 -4.92249  0.000
C6 1.76221 3.33396 -4.38064  0.000
C7 2.01721 2.91048 -3.06909  0.000
C8 2.88393 3.56194 -2.04237  0.001
N4 1.39797 1.75147 -2.83949  0.000
N5 0.72209 -1.05853 -3.47204  0.000
C9 0.73237 -2.30686 -3.96064  0.000
C10 1.60242 -3.05799 -3.20367  0.000
C11 2.08493 -2.18084 -2.22932  0.000
C12 3.01619 -2.51219 -1.11694  0.000
N6 1.55029 -0.96917 -2.39431  0.000
N7 -0.34881 -0.23810 -5.53623  0.000
C13 0.62632 -0.31158 -6.47919  0.000
C14 0.11771 -0.96786 -7.56659  0.000
C15 -1.20730 -1.29415 -7.19825  0.000
C16 -2.23243 -2.05149 -7.97916  0.000
N8 -1.47125 -0.86098 -5.97799  0.000
H1 -3.32859 3.63489 -1.44129  0.000
H2 -1.85979 3.25449 -0.53209  0.002
H3 -3.38958 2.47718 -0.10932  0.000
H4 -4.48753 1.29410 -2.78755  0.000
H5 -2.95917 -0.31045 -4.41174  0.000
H6 0.52590 2.27558 -5.90344  0.000
H7 2.11726 4.22999 -4.86229  0.000
H8 3.78846 3.95436 -2.50873  0.000
H9 3.15461 2.83401 -1.27989  0.000
H10 2.36700 4.38536 -1.55150  0.004
H11 0.12402 -2.58782 -4.80689  0.000
H12 1.84715 -4.10041 -3.32005  0.000
H13 3.45867 -3.49156 -1.28947  0.000
H14 2.47501 -2.53990 -0.16973  0.000
H15 3.81056 -1.77204 -1.02925  0.000
H16 1.61087 0.09040 -6.29677  0.000
H17 0.61481 -1.18202 -8.49904  0.000
H18 -2.25191 -1.72899 -9.02004  0.000
H19 -3.21635 -1.90030 -7.53821  0.000
H20 -2.01239 -3.12051 -7.96627  0.000
S1 -0.81894 -1.76418 -0.85796  0.000
P1 -1.17390 -2.32395 1.04353  0.000
C17 -0.26478 -1.59604 2.34647  0.000
P2 -0.74136 0.03537 2.65104  0.002
S2 -0.98115 1.33285 1.09473  0.022
C18 -2.31483 0.02400 3.57430  0.000
C19 -2.42176 -0.89407 4.62025  0.000
C20 -3.58122 -0.95061 5.37643  0.000
C21 -4.63631 -0.09162 5.09542  0.000
C22 -4.53015 0.82492 4.06149  0.000
C23 -3.36789 0.88721 3.30245  0.000
C24 0.37174 0.75140 3.89128  0.008
C25 1.47374 0.05429 4.37046  0.001
C26 2.30484 0.64511 5.31486  0.000
C27 2.02777 1.91956 5.78663  0.000
C28 0.91244 2.60767 5.32496  0.001
C29 0.08896 2.02823 4.37439  0.006
C30 -0.83918 -4.10806 1.13877  0.000
C31 0.03731 -4.62519 2.08390  0.000
C32 0.29301 -5.99228 2.11230  0.000
C33 -0.32693 -6.83579 1.20384  0.000
C34 -1.20197 -6.31877 0.25459  0.000
C35 -1.45431 -4.95742 0.21803  0.000
C36 -2.98404 -2.21732 1.25482  0.000
C37 -3.71715 -1.31147 0.49173  0.000
C38 -5.10134 -1.28654 0.58164  0.000
C39 -5.75854 -2.17259 1.42380  0.000
C40 -5.03238 -3.07741 2.18509  0.000
C41 -3.64764 -3.10090 2.10388  0.000
H21 -1.59412 -1.56434 4.81876  0.000
H22 -3.66525 -1.67165 6.18004  0.000
H23 -5.54376 -0.14138 5.68488  0.000
H24 -5.35626 1.48826 3.83782  0.000
H25 -3.27344 1.59461 2.48738  0.000
H26 1.68003 -0.93841 3.99600  0.000
H27 3.17391 0.11001 5.67751  0.000
H28 2.68191 2.37937 6.51765  0.000
H29 0.69194 3.59946 5.70002  0.000
H30 -0.78000 2.55873 4.00333  0.000
H31 0.50715 -3.95531 2.79279  0.000
H32 0.97742 -6.39678 2.84811  0.000
H33 -0.12559 -7.89981 1.22846  0.000
H34 -1.68304 -6.97739 -0.45796  0.000
H35 -2.12092 -4.53793 -0.52669  0.000
H36 -3.19860 -0.63787 -0.17841  0.000
H37 -5.66732 -0.58490 -0.01952  0.000
H38 -6.84046 -2.16210 1.48445  0.000
H39 -5.54444 -3.77726 2.83432  0.000
H40 -3.07511 -3.80562 2.69536  0.000
C42 4.51052 0.67039 0.43431  0.001
C43 3.16481 0.10754 0.82275  0.006
N9 2.99810 -0.80796 1.68713  0.001
O1 2.14620 0.68153 0.20056  0.035
H41 5.31411 0.00491 0.74154  0.000
H42 4.64494 1.63337 0.93139  0.000
H43 4.55719 0.82991 -0.64456  0.000
H44 3.88676 -1.11851 2.06306  0.000
H45 0.78346 -1.57888 2.02515  0.000
Te1 1.34824 3.59571 1.34864  0.744
C44 3.13792 4.60091 1.89814  0.066
C45 3.09003 5.45588 3.00181  0.036
C46 4.19946 6.20619 3.36589  -0.004
C47 5.38544 6.08709 2.65199  0.034
C48 5.45116 5.22412 1.56536  -0.004
C49 4.33257 4.49573 1.18501  0.029
H46 2.16996 5.53840 3.56977  0.002
H47 4.13830 6.88510 4.20774  -0.001
H48 6.25465 6.66534 2.93968  0.002
H49 6.37399 5.12966 1.00551  -0.001
H50 4.38717 3.84636 0.31969  0.001


DFT (ωB97M-V/def2-TZVPD) results for a molecular structure, C16H31NOOsP2 at a distorted geometry.

Summary:
Spin multiplicity: 5
Charge: +2
HOMO-LUMO gap (spin up / spin down): 6.628 / 5.876 eV
Expectation value of S²: 6.020
Energy relative to the best compared isomer or geometry (same formula, charge and spin): 50.8 kcal/mol
E_HOMO (spin up / spin down): -14.4 / -15.7 eV

Last column: natural (NBO) charge in e.
Element x y z (Å)
P1 -0.22952 0.55878 2.54110  1.306
P2 2.50360 -1.38444 0.30141  1.286
C1 -0.23097 -1.93063 -0.29041  -0.730
C2 1.17937 -2.43320 -0.50691  -0.721
H1 -0.94701 -2.48268 -0.94464  0.242
H2 -0.49446 -2.06307 0.77527  0.218
H3 1.33499 -3.43654 -0.07964  0.261
H4 1.42875 -2.44730 -1.57414  0.252
C3 2.96362 -0.29955 -1.13688  -0.965
H5 4.01208 0.03095 -1.05233  0.293
H6 2.28006 0.58001 -1.12312  0.229
H7 2.83645 -0.84409 -2.08402  0.265
C4 3.92380 -2.55291 0.35338  -0.951
H8 4.30954 -2.76915 -0.65150  0.285
H9 3.53492 -3.46462 0.82628  0.267
H10 4.71024 -2.10338 0.98050  0.282
C5 -1.36862 1.97962 2.69455  -0.959
H11 -1.63578 2.13620 3.74621  0.277
H12 -2.29119 1.82107 2.12526  0.249
H13 -0.80138 2.82843 2.30735  0.261
C6 -1.47006 -0.83368 2.80174  -0.926
H14 -0.90782 -1.76869 2.92200  0.245
H15 -2.17964 -0.92788 1.96597  0.238
H16 -2.04156 -0.62317 3.72161  0.273
Os1 -0.21938 0.25856 -0.74141  1.143
C7 -0.54579 -0.34038 -2.59030  -0.264
C8 0.18441 0.92424 -2.59065  -0.310
C9 -0.52341 2.22277 -2.96012  -0.428
C10 -1.76488 2.36057 -2.08493  -0.438
C11 -1.54792 1.70902 -0.74425  -0.398
C12 -2.15032 0.42695 -0.39274  -0.219
C13 -2.86477 -0.40220 -1.41855  -0.445
C14 -2.04348 -0.51931 -2.74818  -0.457
C15 0.53662 0.55183 4.19107  -0.952
H17 0.02024 -1.16751 -3.06790  0.256
H18 1.20386 0.83776 -3.00665  0.254
H19 -0.74433 2.29000 -4.04327  0.252
H20 0.15312 3.06709 -2.75395  0.232
H21 -1.98764 3.42207 -1.96083  0.256
H22 -2.61590 1.95000 -2.61482  0.226
H23 -1.58438 2.41498 0.08075  0.263
H24 -2.53862 0.37886 0.63144  0.245
H25 -3.88687 -0.00593 -1.57662  0.263
H26 -3.02636 -1.40027 -0.97131  0.232
H27 -2.19222 -1.56585 -3.05960  0.253
H28 -2.51166 0.13552 -3.49944  0.256
H29 0.91171 -0.46814 4.37400  0.260
H30 -0.11639 0.88257 5.00900  0.279
H31 1.36098 1.26835 4.09246  0.251
O1 3.81011 1.08286 2.40123  -0.446
C16 2.70939 1.08729 1.93898  0.826
N1 1.55449 1.02825 1.48754  -0.868